[1]
The following is a DFT calculation (ωB97M-V/def2-TZVPD) of C28H44Cl5I2MoN4O2S3Si as an isolated structure.

As for the total charge: +3. The max |F| is 0.26 eV/A. The LUMO energy is -9.80 eV. The orbital gap comes out at 4.71 eV. The energy above the lowest of the compared OMol25 structures with the same formula, charge and spin is 0.216 eV.

Geometry (Å):
I: 0.59182 2.28609 1.34257
I: 1.51030 1.70784 4.85244
Mo: 1.07265 -0.53621 0.58772
Cl: -5.78197 1.96693 1.55210
Cl: -6.77964 -0.54456 -3.30438
Cl: -0.46644 -1.33107 2.69730
Cl: -2.18604 5.67549 2.93369
Cl: -2.21646 1.00925 3.40075
S: 2.86365 -0.64946 2.17863
S: -4.73206 -0.24716 -5.43778
S: 2.47419 0.35745 -1.16695
Si: 0.15022 -3.78077 -0.35840
O: -5.77480 2.12942 -1.58598
O: 0.88911 -2.20672 0.19582
N: 4.27804 -2.19762 0.50624
N: -2.76963 0.16677 -1.10861
N: 5.50821 -0.95177 1.99360
N: -0.63966 -0.03885 -0.63675
C: 5.76213 0.02565 3.07075
C: -1.85013 0.26199 -0.16293
C: 5.94007 -4.04644 0.82025
C: -5.65568 0.42832 -4.15801
C: -2.34001 4.65348 0.43772
C: -3.91938 2.91709 -0.20616
C: 4.34560 -1.30293 1.48719
C: 4.01822 1.12567 -0.63302
C: -2.15196 -0.21932 -2.27690
C: -0.83453 -0.35287 -1.97906
C: -6.04795 2.61135 -2.91059
C: -3.98874 1.26415 -5.74981
C: 1.78340 1.78237 -2.04835
C: -3.91944 3.80864 2.05241
C: -4.44294 2.95836 1.08917
C: -2.85922 4.63857 1.72010
C: 0.85605 -4.98417 0.84183
C: -2.87540 3.78866 -0.50479
C: 6.14101 -0.67046 4.36536
C: -1.48539 -0.46911 3.95905
C: -4.44541 2.23124 -4.91131
C: 0.78255 3.00552 3.38093
C: 0.80330 -3.89974 -2.08425
C: 5.42647 -2.92074 -0.06804
C: -5.41461 1.75857 -3.97453
C: -4.41288 1.97807 -1.28777
C: -1.65979 -3.46879 -0.21924
C: -4.18175 0.50660 -0.92019
H: 0.74074 1.60576 -2.28366
H: 4.86611 0.63034 3.18988
H: 5.08998 -3.31523 -1.02495
H: 6.41230 -3.68716 1.73523
H: 3.83161 1.79698 0.20253
H: 6.36458 0.07376 5.12818
H: 6.31629 -1.49079 1.70911
H: -2.70328 -0.36066 -3.19471
H: -2.18975 -4.40684 -0.40787
H: 5.12837 -4.71632 1.10280
H: 6.20757 -2.19180 -0.29887
H: 0.76825 -4.64109 1.87410
H: -0.23504 3.29733 3.61801
H: 0.09044 -3.52074 -2.81733
H: 4.72799 0.35155 -0.36682
H: -2.48772 3.80769 -1.51719
H: 6.68232 -4.62735 0.27528
H: 7.03151 -1.28698 4.23911
H: 1.74221 -3.35345 -2.20524
H: -4.35258 3.83828 3.04320
H: -4.44030 0.29090 0.11337
H: -1.99832 -2.74636 -0.96515
H: -1.55408 5.34910 0.17767
H: -7.13336 2.61290 -2.99097
H: 3.35429 -2.52241 0.27239
H: -1.95190 -3.12879 0.77538
H: -3.28837 1.36428 -6.56307
H: 2.35697 1.89085 -2.96698
H: -0.80967 -0.27162 4.78019
H: -2.07906 0.55249 0.84959
H: -4.78599 -0.12515 -1.56668
H: 1.00637 -4.94405 -2.33227
H: 4.40249 1.67591 -1.49008
H: -0.03206 -0.68732 -2.61531
H: 0.31014 -5.92849 0.76749
H: 1.89231 2.67163 -1.43069
H: -2.25021 -1.19976 4.19760
H: -5.69541 3.64221 -3.00893
H: 5.32773 -1.30113 4.72537
H: 6.56267 0.67838 2.72326
H: -3.79882 2.17139 -2.17595
H: 1.43450 3.86615 3.28682
H: 1.90409 -5.20393 0.63029
H: -4.13104 3.26476 -4.96598

---

[2]
The following is a DFT calculation (ωB97M-V/def2-TZVPD) of C28H45BBrCaF4N5O3S3Si4Te as an isolated structure.

As for the total charge: -2. The max |F| is 0.46 eV/A. The LUMO energy is 3.48 eV. The orbital gap comes out at 6.15 eV.

Geometry (Å):
Te: -1.92293 -0.22950 -0.93246
Br: 4.75553 -0.17899 3.72271
Ca: 0.18727 -2.43966 0.09922
S: -1.88530 -5.85222 -3.46669
S: -0.30856 -3.41852 -2.60106
S: 6.81476 0.60043 -1.76883
Si: -4.22629 2.86372 -0.80597
Si: -1.53944 2.57705 1.85149
Si: -0.67767 3.51504 -1.77611
Si: -2.01842 2.18073 -0.39850
F: 1.34103 -5.68630 3.07502
F: 2.03041 -3.55484 3.60075
F: 3.15089 -4.75784 1.97869
F: 1.04504 -3.96910 1.56276
O: 8.00963 0.15676 -1.06622
O: 6.13143 1.71302 -1.09947
O: 6.97965 0.79673 -3.20088
N: 1.90515 -0.76268 0.84186
N: -1.97802 -4.97534 -1.09646
N: -1.23665 -2.46162 2.13928
N: -1.64513 -4.13064 -0.07272
N: 2.53237 -3.47810 -0.87165
C: -2.76957 -2.88110 4.40844
C: -2.17851 -3.41269 2.15214
C: -1.02502 -5.28793 -4.93670
C: 3.62065 -2.62296 -1.15723
C: 3.40827 0.87912 -0.03907
C: 5.64740 -0.74646 -1.60738
C: 2.64282 -0.82732 1.95419
C: 4.64632 -2.45616 -0.22857
C: -1.39916 3.50767 -3.51903
C: -5.36368 2.22603 0.55843
C: -1.78506 -1.91028 4.39624
C: -1.04651 -1.73941 3.23545
C: -4.84027 2.16389 -2.44022
C: 2.27753 0.08783 -0.12465
C: -0.62907 5.30425 -1.16083
C: 3.75652 -0.02401 2.12210
C: -2.97043 -3.64516 3.27136
C: -4.43035 4.74566 -0.87343
C: 4.65465 -0.94719 -2.55360
C: 1.10225 2.92238 -1.86440
C: -1.38154 -4.68608 -2.22355
C: -2.53477 1.37678 2.90475
C: 5.64826 -1.52649 -0.45802
C: -2.00365 4.33377 2.38152
C: 4.17279 0.82709 1.11399
C: -2.38295 -4.23794 0.95900
C: 0.28771 2.30451 2.20575
C: 3.64647 -1.87878 -2.33611
B: 1.91593 -4.52182 2.59619
H: -5.49361 4.99911 -0.94819
H: -4.29174 2.58446 -3.28589
H: -2.20995 1.40513 3.95056
H: -6.41352 2.40593 0.30356
H: 4.66570 -0.35643 -3.46140
H: 2.74299 -4.17174 -0.16146
H: 1.50286 2.70120 -0.87035
H: 0.49431 2.39058 3.27768
H: 3.73646 1.48448 -0.87221
H: -2.36102 4.02604 -3.55298
H: -0.07657 5.37174 -0.21945
H: -0.26866 -0.98591 3.18050
H: -3.60232 1.60816 2.86902
H: -1.69072 4.51193 3.41595
H: -3.20866 -4.94802 0.97063
H: 1.73527 3.69291 -2.31550
H: -3.72384 -4.42069 3.23934
H: -1.52998 5.08852 1.75006
H: -5.90438 2.38625 -2.57528
H: -0.10820 5.93054 -1.89301
H: -1.55477 2.47800 -3.85153
H: -4.02606 5.23799 0.01535
H: -3.08644 4.48135 2.32970
H: 0.05478 -5.33623 -4.81820
H: 4.64008 -3.04935 0.68025
H: -1.58228 -1.28791 5.25619
H: 0.91492 3.03268 1.68339
H: 0.59969 1.30987 1.87998
H: -5.15792 2.72177 1.51138
H: -4.69849 1.08095 -2.45711
H: 5.08914 1.39792 1.17772
H: 2.11968 -3.90787 -1.69189
H: -5.21875 1.15097 0.69262
H: -1.62475 5.72267 -1.00090
H: -1.33722 -5.96793 -5.73096
H: 1.64344 0.11393 -1.00883
H: 1.18776 2.01798 -2.47241
H: -1.30763 -4.27006 -5.19671
H: 6.43852 -1.38510 0.27016
H: 2.86024 -2.01244 -3.07280
H: 2.35234 -1.54773 2.71125
H: -3.92569 5.16301 -1.74890
H: -0.72327 4.00128 -4.22439
H: -2.41132 0.36434 2.52137
H: -3.37224 -3.04960 5.29216

---

[3]
The following is a DFT calculation (ωB97M-V/def2-TZVPD) of a 2-piece molecular cluster, C28H45BClFIN3O8PS overall.

As for the total charge: +1. The max |F| is 8.90 eV/A. The LUMO energy is -6.23 eV. The orbital gap comes out at 1.22 eV.

Geometry (Å):
I: 3.77243 -0.06732 -1.79009
Cl: 3.46779 3.58088 2.03408
S: 4.16740 3.37454 4.84226
P: 1.67391 0.21640 3.58513
F: 5.66635 2.53011 4.61062
O: 2.36055 0.17353 6.54532
O: 3.71068 3.31424 6.31915
O: -1.22191 4.45299 5.87642
O: -6.63788 1.78396 3.56136
O: 4.33482 4.90746 4.50690
O: -5.65836 -0.42876 3.87153
O: 3.04459 1.26823 3.17682
O: 0.75338 1.55371 4.28878
N: 2.72753 0.33850 -6.58933
N: -3.33411 4.90331 4.56934
N: -2.01312 -4.55741 -8.41562
C: 1.85416 0.35678 -0.81620
C: -1.91848 4.38938 4.72033
C: 2.90560 2.69888 3.60879
C: 1.36816 -1.51779 -5.94960
C: 1.06512 0.50745 1.78488
C: 2.28462 -0.51093 -5.63516
C: -3.54756 -1.63291 4.86669
C: 0.41942 4.05344 3.32091
C: -1.12245 -0.74093 4.07313
C: -5.62508 0.85066 1.40845
C: -5.99363 0.73380 3.00448
C: -0.11826 -2.66688 -7.61950
C: 3.66154 1.41931 -6.21450
C: -2.98618 -5.56713 -8.87585
C: -1.33939 -2.28380 -8.18747
C: 4.19793 -0.98032 4.91259
C: -0.85545 -4.96579 -7.84770
C: -2.27354 -3.24238 -8.57675
C: 1.34059 2.90825 4.05456
C: 1.39274 -0.77108 -8.21964
C: 0.45680 -1.17965 4.05392
C: 0.89122 -1.65575 -7.25672
C: -4.27747 -0.89772 3.59180
C: 2.31049 0.21730 -7.86691
C: 0.10374 -4.03576 -7.44009
C: 1.92948 -0.37379 0.68414
C: -1.97911 -2.09368 4.55759
C: -1.19895 3.74999 3.35680
B: 2.74777 -0.16923 5.14515
H: -0.70350 -6.03651 -7.73782
H: 2.70547 0.91571 -8.60024
H: -4.96233 -0.04667 1.02417
H: 1.03329 -4.39991 -7.00526
H: -3.22439 -2.96255 -9.02444
H: 1.62680 1.50610 -0.66397
H: -4.95141 1.82386 1.25490
H: -3.25017 -6.19617 -8.02256
H: -2.50521 -6.15180 -9.66517
H: 2.65924 -0.36905 -4.62432
H: -3.94447 4.16403 4.13032
H: -3.87935 -5.07417 -9.26807
H: 3.95654 1.98265 -7.10257
H: -3.54607 -0.86110 5.75620
H: 0.72779 4.30688 2.22050
H: 2.45648 -0.88292 3.00416
H: 4.53982 0.96186 -5.75200
H: -1.46024 2.59611 3.21396
H: 1.01746 -2.17330 -5.15325
H: 3.14087 2.07523 -5.51117
H: -0.06329 0.25547 1.60554
H: 1.36475 3.31700 5.17587
H: -4.31761 -1.63548 2.65458
H: -1.43561 -2.52548 5.50538
H: -3.67212 0.06882 3.25282
H: -1.58047 -1.23145 -8.33282
H: -1.67930 4.35156 2.44621
H: 4.88085 -0.23890 4.28044
H: -1.56757 -0.48075 3.00053
H: 3.09280 0.79662 6.85552
H: -3.30762 5.72102 3.91726
H: 1.07575 -0.84150 -9.25931
H: -1.39849 0.09557 4.84362
H: 3.06472 -0.49106 0.94777
H: 0.72666 -1.49298 5.17392
H: 1.40977 -1.43446 0.58819
H: -6.55911 0.91270 0.69303
H: 3.99655 -1.91218 4.20843
H: 4.73619 -1.25118 5.91574
H: -4.16448 -2.57211 5.25091
H: -1.94824 -2.87459 3.66136
H: 0.58727 5.05826 3.94327
H: 0.97834 -0.20418 -1.39766
H: 1.27214 1.65312 1.54812
H: 0.56358 -2.16621 3.41715

---

[4]
The following is a DFT calculation (ωB97M-V/def2-TZVPD) of C28H45BeBrN2OP2 as an isolated structure.

As for the total charge: +2. The max |F| is 5.10 eV/A. The LUMO energy (alpha / beta) is -7.56 / -8.54 eV. The orbital gap (alpha / beta) comes out at 5.56 / 3.18 eV. The energy above the lowest of the compared OMol25 structures with the same formula, charge and spin is 1.539 eV.

Geometry (Å):
Br: -1.62867 -1.41789 1.50275
P: -2.18847 -3.18821 -0.97312
P: 2.27663 -0.98024 1.12477
O: 0.55595 1.36456 2.27272
N: -0.88875 7.36748 -5.73562
N: 0.01799 1.50742 4.48291
C: 3.46187 -0.50623 -1.34984
C: -0.61089 7.72125 -4.48605
C: -1.01597 5.07090 -4.98539
C: -2.76186 -1.72510 -3.34185
C: -2.37487 -1.59402 -1.87184
C: -3.60216 -3.20490 0.24132
C: -0.21593 1.98679 -0.54180
C: -0.27425 0.51556 -0.36037
C: 0.16592 -4.75641 -0.92556
C: -0.53115 6.81225 -3.41580
C: -2.65461 0.84010 0.29191
C: -1.20263 3.67853 -1.68327
C: -2.67303 2.03133 -0.46245
C: 5.11457 -1.09493 1.75829
C: -4.82718 -4.00250 -0.24040
C: -1.06495 6.07629 -5.97610
C: -0.46670 -3.46643 -0.39728
C: -0.76732 5.43572 -3.63312
C: -0.75112 4.50725 -2.50818
C: 2.92952 -3.81254 1.88921
C: -1.47768 2.61736 -0.83114
C: -0.24322 1.07797 3.25825
C: -1.46986 0.07548 0.28231
C: 3.83859 -0.26157 1.82807
C: 2.85816 -1.63110 -0.50587
C: 1.28731 2.19215 4.75304
C: -0.92772 1.37719 5.60497
C: 2.19704 -2.50398 2.22107
Be: 0.79741 1.63701 0.76994
H: -1.93464 -2.11407 -3.92423
H: 3.58526 -2.43043 -0.33132
H: 2.84836 0.41406 -1.39628
H: -1.43017 -1.03356 -1.79231
H: 0.39664 -0.06106 -1.04277
H: -0.59076 1.99340 6.44356
H: 1.12467 -2.71944 2.34380
H: 0.12841 -2.60843 -0.68656
H: -1.00613 0.34614 5.97319
H: -1.93172 1.71897 5.31657
H: -1.18184 0.47336 3.17946
H: -0.45763 8.77448 -4.27751
H: 3.99045 -3.65305 1.65670
H: -3.52908 0.58706 0.90159
H: 1.95229 -2.02466 -0.98892
H: 1.23459 2.62141 5.76388
H: 2.87344 -4.48588 2.75907
H: 2.15590 1.51957 4.75632
H: -3.25590 -3.57364 1.21445
H: -0.45805 -3.50606 0.68763
H: 5.97340 -0.45754 2.00315
H: -0.26797 -5.06075 -1.90106
H: 4.50349 -0.23461 -1.08250
H: 0.60876 2.49416 -1.09792
H: 1.26076 -4.61007 -1.06707
H: 3.50320 -0.85838 -2.39420
H: 5.11768 -1.91364 2.48403
H: -4.49979 -4.89579 -0.79815
H: -5.45854 -3.43774 -0.94624
H: -3.05321 -0.74539 -3.73953
H: 2.48089 -4.33313 1.03665
H: -3.11963 -0.97358 -1.36077
H: -3.56546 2.56536 -0.76098
H: -3.93368 -2.20225 0.52232
H: 3.62631 -0.01374 2.87965
H: -0.32774 7.16037 -2.39868
H: 0.00050 -5.59932 -0.22971
H: -5.47801 -4.27390 0.59739
H: -3.58741 -2.42386 -3.44370
H: 2.51085 -2.17549 3.22793
H: -1.20364 4.02943 -5.26977
H: 3.99445 0.69631 1.30743
H: 5.31329 -1.52609 0.77133
H: -1.28505 5.79459 -7.00434
H: 1.49053 3.01037 4.05192

---

[5]
The following is a DFT calculation (ωB97M-V/def2-TZVPD) of a 2-piece molecular cluster, C28H45BrClF4IN2O8P2S2Si overall.

The max |F| is 8.61 eV/A. The LUMO energy is -3.46 eV. The orbital gap comes out at 4.63 eV. The energy above the lowest of the compared OMol25 structures with the same formula, charge and spin is 20.171 eV.

Geometry (Å):
I: 0.35992 4.48718 4.10931
Br: -0.26830 -1.00423 3.52175
Cl: 2.54068 3.57858 -0.46034
S: 7.08830 2.37959 -6.16970
S: 8.85634 2.33467 -4.26693
P: -1.27583 1.76515 -2.92909
P: 0.86930 3.45623 -1.75970
Si: 3.95745 -2.47804 0.61591
F: -0.99525 -1.23860 -1.37630
F: 8.31333 2.83722 -7.08341
F: 1.05744 -0.39177 -2.24910
F: 8.98680 3.08782 -2.85794
O: 7.04669 0.93953 -6.39361
O: 8.90952 0.94653 -3.82456
O: -1.66982 3.15075 -3.65424
O: -8.12836 -3.54104 0.78607
O: -1.47809 2.05973 4.17535
O: 5.98551 3.11325 -6.79017
O: 1.55834 2.89960 -3.29975
O: 10.04911 2.83720 -4.94094
N: 7.46793 2.89931 -4.73552
N: -1.63467 2.69492 -0.45739
C: -0.41837 2.15879 -1.22463
C: 8.87243 -0.92882 0.00418
C: -1.91239 2.10046 0.75609
C: 1.25049 -1.54124 -0.03547
C: 6.23877 -1.26831 -1.12598
C: 0.21355 1.85987 2.12023
C: 3.52775 -2.14387 2.47145
C: -8.15123 0.45544 0.69955
C: -2.91877 -0.46940 2.38531
C: 3.69022 -4.35345 0.12734
C: -3.22461 2.76920 1.46416
C: -6.64277 0.88804 0.18447
C: 5.75793 -1.85391 0.33806
C: -4.57038 2.49770 0.52436
C: 6.77489 -1.94849 1.65899
C: -8.32534 -2.24364 0.11509
C: -5.79566 1.75894 1.32971
C: -0.84397 0.94138 1.20252
C: -3.19207 -1.94717 3.12007
C: 7.83193 -0.79746 -1.28263
C: -0.00890 0.91490 -0.24192
C: 2.81293 -1.47812 -0.62923
C: -0.47437 2.53328 3.44299
C: 8.34964 -1.47847 1.47833
C: -1.34255 -0.45795 1.87365
C: -6.75727 -4.06170 0.58176
C: 0.27637 -0.54561 -0.96415
C: -8.25857 -1.07509 1.27855
H: 9.05619 -1.55650 2.42199
H: 3.11520 -0.34759 -0.63089
H: -8.84492 0.50135 -0.27016
H: -3.48050 2.37775 2.53536
H: -4.34732 -2.23590 3.03396
H: 0.57040 2.78300 1.45078
H: -5.99206 -3.67905 1.38014
H: 10.01244 -0.63875 -0.08386
H: -7.56556 -2.05089 -0.77856
H: 4.27239 -2.64878 3.22080
H: -7.32348 -1.25210 1.96140
H: -2.18413 3.46471 -0.90178
H: -6.32340 -3.82331 -0.49896
H: 3.53094 -0.97964 2.68920
H: -5.44401 0.97472 2.12632
H: 2.41764 -2.50011 2.65124
H: -6.74438 1.63007 -0.74005
H: -4.94560 3.49357 0.00423
H: 2.93445 -2.02732 -1.65522
H: -6.75372 -5.25180 0.65357
H: -1.26136 -1.41176 1.16339
H: 1.72992 3.74353 -3.84981
H: 2.52223 -4.58371 0.19208
H: -2.50793 1.03472 -2.78917
H: -0.33584 1.12376 -3.85455
H: -3.02777 -1.74243 4.28449
H: 6.36293 -2.34244 2.68333
H: -3.62656 -0.41910 1.43272
H: 1.20491 1.24931 2.34256
H: -6.00756 -0.02161 -0.19447
H: -3.07688 3.95172 1.47006
H: 4.32420 -4.96733 0.90226
H: 4.04601 -4.47871 -0.98833
H: 5.51741 -1.17935 -2.07000
H: -2.48980 -2.79131 2.70481
H: -6.54693 2.49677 1.86257
H: -8.61042 1.27650 1.43338
H: -9.25323 -1.17597 1.91984
H: -9.42183 -2.24321 -0.34105
H: 1.32931 -1.15836 1.06701
H: 8.23096 -0.37265 -2.30102
H: -4.22370 1.79251 -0.37309
H: 1.10806 1.19549 0.07505
H: 0.86197 -2.63790 -0.15620
H: -3.16475 0.32915 3.20214